No. 1
Formula: C19H42Br2NO4
Source: OMol25
Level of theory: ωB97M-V with the def2-TZVPD basis set

**Largest force on an atom**: 0.0095 Eh/bohr
**Total energy**: -6252.5339 hartree
**Frontier orbital gap**: 9.11 eV
**Charge**: +1
**Highest occupied orbital energy**: -11.406 eV

```
68
C19H42Br2NO4 | OMol25 | ωB97M-V with the def2-TZVPD basis set
C 2.207 -1.480 -1.790
C -0.839 2.073 -5.939
H -3.093 0.696 -4.725
H 1.918 0.855 -3.485
H -1.738 -1.993 4.478
H 3.972 1.238 2.164
H 0.485 0.863 0.631
H 2.392 1.809 -1.064
C 0.670 1.814 1.148
Br 2.544 -4.169 -1.130
H 1.103 -4.171 6.076
H -4.731 0.942 -4.063
O -3.798 2.657 -4.766
O -0.087 -2.593 3.359
N 1.728 -0.102 -1.597
H 2.930 -0.510 0.682
H 0.089 -2.874 0.163
C -3.008 3.064 -3.668
H -1.862 -1.846 2.713
H -1.032 3.731 -3.207
H 3.590 0.772 -1.833
C 1.122 0.507 -2.832
H 0.713 -1.243 0.489
C -1.825 -4.825 4.982
C 3.375 0.414 0.303
H -2.672 1.414 1.927
H -1.717 0.854 0.552
H 1.764 -2.777 4.202
H -4.453 1.051 -5.811
C -1.195 -1.735 3.568
H 0.578 -1.927 5.206
H -1.767 -4.562 3.922
H -3.034 2.309 -2.873
H 0.568 -4.914 4.561
H -2.298 2.510 0.598
H -0.872 -0.688 3.633
C -4.023 1.261 -4.835
H -1.811 2.259 -6.397
Br 3.294 -1.714 -3.288
H 4.434 0.189 0.158
C 3.259 1.508 1.379
C 1.889 -2.432 -0.916
H -1.557 4.114 -4.852
H 0.474 -0.211 -3.328
C 0.717 -2.769 4.521
H 0.844 2.593 0.396
H -0.522 1.059 -6.180
H -2.821 -4.593 5.353
H -0.647 3.225 2.075
H -0.109 2.779 -6.346
C 0.995 -2.278 0.280
H 0.538 1.371 -2.515
C 2.812 0.803 -1.069
H -1.649 -5.899 5.094
H 1.515 -2.631 1.173
O -0.903 -4.079 5.757
O -0.906 2.175 -4.523
H -3.444 3.985 -3.270
C -0.607 2.144 1.934
H -0.549 1.659 2.912
H 3.614 2.466 0.983
C 0.411 -4.066 5.236
H 1.935 2.547 2.697
C -1.578 3.346 -4.074
C -1.896 1.705 1.218
H 0.956 -0.151 -0.932
H 1.716 0.814 2.730
C 1.891 1.660 2.055
```

Taken from the natural (NBO) analysis, the atomic charges in e are: -0.03, -0.26, 0.17, 0.24, 0.20, 0.23, 0.14, 0.23, -0.37, 0.17, 0.19, 0.17, -0.54, -0.57, -0.41, 0.22, 0.26, -0.09, 0.19, 0.17, 0.24, -0.41, 0.20, -0.25, -0.44, 0.23, 0.18, 0.18, 0.20, -0.26, 0.18, 0.17, 0.16, 0.17, 0.21, 0.16, -0.25, 0.19, 0.17, 0.24, -0.39, -0.09, 0.19, 0.24, -0.09, 0.20, 0.19, 0.20, 0.22, 0.18, -0.66, 0.24, -0.22, 0.17, 0.27, -0.55, -0.58, 0.19, -0.40, 0.20, 0.21, -0.09, 0.22, -0.09, -0.61, 0.46, 0.20, -0.41

***

No. 2
Formula: C19H29NO5S2
Source: OMol25
Level of theory: ωB97M-V with the def2-TZVPD basis set

**Relative energy (zero: lowest compared OMol25 entry of this formula, charge and spin)**: 24.2 kJ/mol
**Largest force on an atom**: 0.0209 Eh/bohr
**Total energy**: -1968.7251 hartree
**Frontier orbital gap**: 9.35 eV
**Charge**: 0
**Highest occupied orbital energy**: -8.653 eV

```
56
C19H29NO5S2 | OMol25 | ωB97M-V with the def2-TZVPD basis set
H -3.008 -0.160 -2.053
C -1.768 -4.712 1.128
H 0.839 -0.551 1.928
H -1.632 -0.529 1.500
H -0.918 -4.718 0.450
C 6.043 -0.270 -0.071
H -3.601 -0.400 -0.407
H -2.043 5.099 0.565
S 4.638 -0.039 -1.071
C 5.790 0.090 1.218
S 2.031 0.967 0.053
O -1.502 -2.931 -1.523
H -0.764 0.826 0.722
C -2.871 1.577 -0.778
H -3.560 1.994 -1.539
C 0.427 -0.908 0.983
H 1.700 -0.639 -2.080
H 0.909 -2.073 -1.388
H 4.068 0.886 2.355
C -1.469 -0.659 -0.657
C 4.470 0.549 1.418
C -1.800 -2.153 -0.653
C -2.892 -3.870 0.542
H 0.341 -2.000 1.018
H -3.169 -4.245 -0.448
C -3.460 3.467 0.764
C -0.925 -0.251 0.718
H 7.681 -0.123 -1.423
H -0.305 0.687 -1.860
H -1.454 -4.306 2.087
H -2.227 3.993 -1.640
H -2.839 1.506 1.384
O -2.510 -2.498 0.426
H -3.804 3.733 1.765
O 1.922 1.670 -1.190
O 1.598 1.610 1.260
H -2.112 -5.732 1.269
H 8.064 -0.882 0.129
H -0.744 -0.827 -2.684
H -3.765 -3.867 1.199
N 1.380 -0.574 -0.051
C -1.584 3.550 -0.861
C -2.802 0.049 -1.001
H -4.461 1.550 0.678
C 0.945 -0.980 -1.371
C -3.448 1.948 0.597
C 7.310 -0.792 -0.648
H 6.522 0.032 2.003
H -4.151 3.909 0.041
H -0.547 3.839 -1.043
C -0.415 -0.389 -1.740
C -2.054 4.009 0.517
H 7.150 -1.769 -1.102
O -1.596 2.148 -0.975
C 3.737 0.539 0.274
H -1.367 3.620 1.270
```

Taken from the natural (NBO) analysis, the atomic charges in e are: 0.22, -0.63, 0.23, 0.22, 0.22, -0.16, 0.22, 0.21, 0.46, -0.28, 2.34, -0.61, 0.24, 0.11, 0.17, -0.22, 0.22, 0.21, 0.24, -0.14, -0.20, 0.82, -0.07, 0.20, 0.20, -0.40, -0.43, 0.23, 0.26, 0.21, 0.16, 0.21, -0.53, 0.21, -0.93, -0.94, 0.22, 0.23, 0.23, 0.19, -0.68, -0.06, -0.39, 0.21, -0.23, -0.43, -0.64, 0.22, 0.19, 0.21, -0.43, -0.43, 0.23, -0.55, -0.55, 0.21

***

No. 3
Formula: C42H53N16S3Si2Ti
Source: OMol25
Level of theory: ωB97M-V with the def2-TZVPD basis set

**Relative energy (zero: lowest compared OMol25 entry of this formula, charge and spin)**: 22.6 kJ/mol
**Largest force on an atom**: 0.0256 Eh/bohr
**Total energy**: -5131.5106 hartree
**Spin multiplicity**: 2
**Frontier orbital gap (alpha / beta)**: 6.72 / 7.19 eV
**⟨S²⟩**: 0.75
**Charge**: 0
**Highest occupied orbital energy (alpha / beta)**: -7.507 / -7.962 eV

```
117
C42H53N16S3Si2Ti | OMol25 | ωB97M-V with the def2-TZVPD basis set
N 1.963 -1.367 3.905
C 4.693 -6.006 -4.977
H 2.054 -2.424 -5.550
C -2.187 0.828 4.625
C -1.507 2.701 0.742
C -3.781 1.545 2.223
H 3.144 -3.518 -2.461
C -3.850 -1.447 -7.053
H 2.387 2.119 1.357
H 5.521 -3.343 -3.060
N 2.631 -0.978 -1.683
C 0.706 5.148 1.796
H 1.682 5.572 2.048
H 4.908 1.374 -0.958
Si 0.615 3.438 2.588
C -0.280 -0.541 -6.099
H -4.063 2.299 1.485
C 4.850 3.514 -1.108
C -2.746 3.685 4.008
H 3.054 4.145 -0.116
H 1.313 -4.749 -5.847
H 4.398 0.933 -3.319
H -3.532 3.047 -2.511
H 2.222 1.460 -2.861
C -2.719 -1.209 -6.289
C 2.156 -1.346 0.321
H 2.555 1.962 3.108
H 0.850 -6.159 -3.827
C -2.959 -2.613 0.034
C 2.780 -5.208 -3.742
H -2.768 -1.313 -5.213
H -0.969 -1.667 3.134
H -0.220 4.489 4.694
H 5.125 -6.710 -5.677
H -2.172 3.884 4.910
H -3.801 3.651 4.292
N -4.223 -3.127 -2.166
N 1.311 -0.381 -0.091
H 1.520 4.239 4.719
C 3.573 -4.213 -3.174
H -2.610 4.532 3.330
H -3.662 0.597 1.691
N 0.648 0.355 3.787
C 3.348 -6.101 -4.641
S -0.249 -3.289 -1.649
H 0.602 5.131 0.712
C -1.919 3.975 0.319
S 0.869 2.914 -1.069
H -4.771 -1.731 -6.561
Si -2.251 2.049 3.211
C -2.531 1.757 -1.149
N 1.674 -0.191 -1.387
C 5.475 -5.009 -4.418
H -2.198 -0.210 4.290
H 0.967 -2.525 -6.953
C 0.568 3.787 4.429
C 1.306 -5.251 -3.425
H -0.384 -4.231 -5.829
C -2.631 4.108 -0.847
N -1.814 1.615 -0.022
C -1.486 -0.714 -8.286
H 4.605 2.647 -3.714
C 2.498 2.891 -1.552
H 0.543 -0.338 -6.784
H 2.856 -2.548 1.811
N -1.406 -1.204 1.168
C -0.250 -1.779 -3.971
C 0.621 -4.009 -5.453
C -2.960 2.977 -1.598
C 1.675 -1.118 2.649
H -0.049 5.825 2.207
Ti -0.269 0.530 0.895
H 5.198 4.303 -1.782
C -2.412 -3.038 2.314
C -2.622 -0.945 -9.052
H -0.415 0.329 -5.457
N 2.900 2.162 -2.595
C 2.315 2.658 2.304
C 0.086 -3.110 -3.251
H 3.080 3.441 2.310
C 4.301 1.946 -2.931
S -0.952 -0.538 -3.146
H 6.214 2.060 -1.938
N 3.413 3.624 -0.899
N 0.625 -4.087 -3.999
C -0.808 2.336 2.000
H -1.684 4.831 0.932
H 6.520 -4.926 -4.685
H -2.950 5.089 -1.178
N 0.114 -1.671 -5.258
H -3.844 -4.192 1.190
C -3.149 -3.365 1.186
C -2.060 -1.557 0.060
H -3.091 0.995 5.219
H 2.737 -6.886 -5.076
C 4.913 -4.117 -3.511
C 5.155 2.145 -1.692
N 2.159 -1.854 1.595
H -1.316 0.959 5.262
N 0.853 -0.070 2.502
H -4.692 -1.501 -9.029
H 1.131 -5.226 -2.353
H -2.578 -0.836 -10.127
C 1.027 -2.630 -5.871
H 5.346 3.649 -0.147
C -1.524 -0.836 -6.902
H 0.439 2.875 5.015
N 2.987 -1.734 -0.617
N 1.291 -0.404 4.584
C -3.807 -1.313 -8.436
H -2.773 0.853 -1.694
H -4.616 1.432 2.919
C -1.557 -1.954 2.272
H -2.496 -3.613 3.225
C -3.656 -2.901 -1.194
H -1.857 -1.002 -0.849
H -0.560 -0.431 -8.773
```

Atom charges from the Löwdin analysis, given in e for atoms 1 to 99: 0.06, -0.09, 0.14, -0.18, -0.51, -0.16, 0.08, -0.07, -0.01, 0.11, -0.05, -0.20, 0.03, 0.12, 0.45, -0.14, 0.04, -0.17, -0.17, 0.11, 0.12, 0.11, 0.11, 0.09, -0.03, -0.47, 0.02, 0.13, -0.23, -0.22, 0.08, 0.11, 0.01, 0.10, 0.02, 0.03, 0.18, -0.06, 0.04, -0.03, 0.03, 0.02, -0.06, -0.06, 0.78, -0.01, -0.06, 0.73, 0.11, 0.47, -0.15, -0.09, -0.09, 0.00, 0.13, -0.18, -0.12, 0.14, -0.04, -0.05, -0.05, 0.12, -0.80, 0.12, 0.15, -0.01, -0.67, -0.11, -0.05, -0.47, 0.03, 0.91, 0.12, -0.01, -0.09, 0.08, 0.02, -0.20, -0.67, 0.03, -0.17, 0.77, 0.12, 0.02, -0.11, -0.42, 0.10, 0.10, 0.12, -0.11, 0.13, 0.02, -0.17, 0.04, 0.11, -0.07, -0.16, 0.16, 0.02

***

Copy entry 2 word for word.
Formula: C19H29NO5S2
Source: OMol25
Level of theory: ωB97M-V with the def2-TZVPD basis set

**Relative energy (zero: lowest compared OMol25 entry of this formula, charge and spin)**: 24.2 kJ/mol
**Largest force on an atom**: 0.0209 Eh/bohr
**Total energy**: -1968.7251 hartree
**Frontier orbital gap**: 9.35 eV
**Charge**: 0
**Highest occupied orbital energy**: -8.653 eV

```
56
C19H29NO5S2 | OMol25 | ωB97M-V with the def2-TZVPD basis set
H -3.008 -0.160 -2.053
C -1.768 -4.712 1.128
H 0.839 -0.551 1.928
H -1.632 -0.529 1.500
H -0.918 -4.718 0.450
C 6.043 -0.270 -0.071
H -3.601 -0.400 -0.407
H -2.043 5.099 0.565
S 4.638 -0.039 -1.071
C 5.790 0.090 1.218
S 2.031 0.967 0.053
O -1.502 -2.931 -1.523
H -0.764 0.826 0.722
C -2.871 1.577 -0.778
H -3.560 1.994 -1.539
C 0.427 -0.908 0.983
H 1.700 -0.639 -2.080
H 0.909 -2.073 -1.388
H 4.068 0.886 2.355
C -1.469 -0.659 -0.657
C 4.470 0.549 1.418
C -1.800 -2.153 -0.653
C -2.892 -3.870 0.542
H 0.341 -2.000 1.018
H -3.169 -4.245 -0.448
C -3.460 3.467 0.764
C -0.925 -0.251 0.718
H 7.681 -0.123 -1.423
H -0.305 0.687 -1.860
H -1.454 -4.306 2.087
H -2.227 3.993 -1.640
H -2.839 1.506 1.384
O -2.510 -2.498 0.426
H -3.804 3.733 1.765
O 1.922 1.670 -1.190
O 1.598 1.610 1.260
H -2.112 -5.732 1.269
H 8.064 -0.882 0.129
H -0.744 -0.827 -2.684
H -3.765 -3.867 1.199
N 1.380 -0.574 -0.051
C -1.584 3.550 -0.861
C -2.802 0.049 -1.001
H -4.461 1.550 0.678
C 0.945 -0.980 -1.371
C -3.448 1.948 0.597
C 7.310 -0.792 -0.648
H 6.522 0.032 2.003
H -4.151 3.909 0.041
H -0.547 3.839 -1.043
C -0.415 -0.389 -1.740
C -2.054 4.009 0.517
H 7.150 -1.769 -1.102
O -1.596 2.148 -0.975
C 3.737 0.539 0.274
H -1.367 3.620 1.270
```

Taken from the natural (NBO) analysis, the atomic charges in e are: 0.22, -0.63, 0.23, 0.22, 0.22, -0.16, 0.22, 0.21, 0.46, -0.28, 2.34, -0.61, 0.24, 0.11, 0.17, -0.22, 0.22, 0.21, 0.24, -0.14, -0.20, 0.82, -0.07, 0.20, 0.20, -0.40, -0.43, 0.23, 0.26, 0.21, 0.16, 0.21, -0.53, 0.21, -0.93, -0.94, 0.22, 0.23, 0.23, 0.19, -0.68, -0.06, -0.39, 0.21, -0.23, -0.43, -0.64, 0.22, 0.19, 0.21, -0.43, -0.43, 0.23, -0.55, -0.55, 0.21

***

- Which formula does entry 2 have?
  C19H29NO5S2

***

- Look up the largest force on an atom of the second one.
  0.0209 Eh/bohr